The following is a quantum chemistry calculation of a molecular structure, C18H58CdN4O11 in a non-equilibrium geometry, from the Open Molecules 2025 dataset.

Geometry as ORCA input:
```
! RIJCOSX wB97M-V def2-TZVPD def2/J DEFGRID3
* xyz 0 1
Cd -3.80718 0.10228 -2.64099
O -4.06912 -1.85770 0.33061
C -3.30300 -1.72766 1.50916
C -2.69381 -0.27922 1.74536
O -2.37849 0.61367 0.66800
H -2.45043 -2.40460 1.45439
H -3.79525 -2.05452 2.42511
H -1.78885 -0.40127 2.34055
H -3.36567 0.26374 2.41012
C -4.11350 -2.08698 -8.02721
C -3.63351 -2.11544 -6.53225
C -2.08684 -1.63736 -6.45864
O -1.83612 -1.76033 -5.04386
C -0.50240 -2.05190 -4.57865
N -4.58027 -1.22073 -5.79420
H -3.81418 -1.16258 -8.52118
H -5.19400 -2.19422 -8.12260
H -3.70200 -2.89604 -8.63069
H -3.74597 -3.16395 -6.25642
H -1.91012 -0.64114 -6.86411
H -1.45784 -2.40728 -6.90550
H -0.60920 -2.11522 -3.49575
H 0.28106 -1.31308 -4.74730
H -0.28719 -3.06083 -4.93057
H -4.65610 -0.41619 -6.40006
H -5.53124 -1.53290 -5.92944
C 6.17683 -4.68144 1.99295
C 7.19623 -3.83145 2.93396
C 6.43668 -2.67657 3.62849
O 6.13050 -1.72812 2.60689
C 4.80318 -1.42079 2.44847
N 7.80380 -4.65923 3.96910
H 6.85525 -5.28451 1.38950
H 5.52825 -4.06521 1.37030
H 5.61584 -5.46370 2.50428
H 8.01521 -3.44645 2.32639
H 7.09981 -2.24366 4.37745
H 5.50713 -2.98176 4.10901
H 4.47888 -0.69839 1.69942
H 4.46850 -0.88572 3.33717
H 4.20589 -2.31677 2.27951
H 7.33942 -4.91946 4.82743
H 8.23594 -5.47335 3.55612
C -1.87109 -2.02981 8.66197
C -1.18086 -0.74483 9.04712
C 0.33193 -0.85347 8.86298
O 1.01886 -1.87906 9.64041
C 2.40104 -1.71976 9.74737
N -1.77269 0.28123 8.26230
H -1.46065 -2.53231 7.78611
H -2.94995 -1.97911 8.51506
H -1.69814 -2.80768 9.40569
H -1.31021 -0.55954 10.11344
H 0.81146 0.04265 9.25685
H 0.55196 -0.94488 7.79935
H 2.55698 -0.74913 10.21820
H 2.95753 -1.82705 8.81628
H 2.86335 -2.49493 10.35849
H -1.87558 0.04099 7.28671
H -2.75797 0.26642 8.48391
C 3.61144 6.24753 -2.83851
C 2.47898 6.35721 -3.87686
C 2.91557 6.98257 -5.26763
O 3.77718 6.14941 -6.06463
C 3.94921 6.53605 -7.40691
N 2.08242 5.02554 -4.20158
H 4.15152 7.19376 -2.80584
H 4.39594 5.57278 -3.18109
H 3.21384 5.99288 -1.85607
H 1.57226 6.86712 -3.55137
H 3.34217 7.94055 -4.97034
H 2.12487 7.33638 -5.92923
H 4.29493 5.62928 -7.90325
H 4.74426 7.28091 -7.37247
H 3.08085 6.98674 -7.88745
H 2.12306 4.53504 -3.31961
H 2.79076 4.68522 -4.83604
O -6.99118 -6.37558 -3.13978
H -6.20281 -5.84845 -3.01002
H -6.86300 -6.79346 -3.99134
O -6.84566 2.45452 -1.26978
H -7.05890 3.33055 -1.59123
H -6.86169 2.53823 -0.31639
O -2.31585 5.90646 2.29282
H -2.07245 5.24192 1.64831
H -1.92724 5.59988 3.11210
O -9.34991 -2.51004 -0.55999
H -9.86648 -1.83048 -0.12689
H -8.45540 -2.36443 -0.25197
O -2.62788 3.03520 -4.66210
H -1.73807 3.26172 -4.39160
H -2.95483 3.82334 -5.09587
*
```

## Properties
HOMO energy: -7.358 eV
Relative energy (zero: lowest compared OMol25 entry of this formula, charge and spin): 198.5 kJ/mol

The following is a quantum chemistry calculation of a molecular structure, C18H5CuF5N4O3S3Se, from the Open Molecules 2025 dataset.

Geometry as ORCA input:
```
! RIJCOSX wB97M-V def2-TZVPD def2/J DEFGRID3
* xyz -2 2
Cu -2.90368 -0.53864 1.46530
S -2.44303 1.62899 2.10510
C -3.28522 2.45343 0.90839
C -3.27155 3.89264 0.96627
N -3.25490 5.04102 1.03849
C -4.02837 1.84148 -0.11456
S -4.29152 0.18974 -0.26617
C -4.66177 2.69506 -1.08889
N -5.16627 3.36917 -1.87372
N -3.16021 -1.14715 4.41326
C -3.59764 -1.09169 3.33293
H -2.49701 -0.96457 5.13899
O -1.44015 -5.00868 -2.50320
S -0.56600 -4.68564 -1.37536
O 0.57368 -3.58737 -2.05103
N -1.36244 -3.80992 -0.31093
C -1.17057 -2.54435 0.01735
O -1.76377 -2.04952 1.00821
C -0.23365 -1.70089 -0.77150
C -0.10864 -0.33863 -0.50796
C 0.76099 0.45861 -1.22851
C 1.52930 -0.11319 -2.23648
C 1.42809 -1.46328 -2.51525
C 0.55763 -2.26110 -1.77528
H -0.67726 0.08654 0.30795
H 0.85346 1.50904 -0.98752
H 2.22505 0.49667 -2.80111
H 2.02944 -1.93386 -3.28097
F 5.23562 1.20670 -1.57551
C 4.31666 1.00953 -0.60882
C 3.61047 2.07318 -0.07771
F 3.84754 3.31685 -0.54024
C 2.66878 1.85781 0.91249
F 2.02305 2.94760 1.35856
C 2.37437 0.59547 1.43102
Se 1.02574 0.29512 2.71724
C 3.10989 -0.44754 0.86281
F 2.91793 -1.71222 1.26299
C 4.05824 -0.26038 -0.12572
F 4.73772 -1.30599 -0.63092
*
```

## Properties
HOMO energy (spin up / spin down): -1.748 / -1.722 eV
Relative energy (zero: lowest compared OMol25 entry of this formula, charge and spin): 158.7 kJ/mol

The following is a quantum chemistry calculation of 12 unconnected molecules or ions with the total composition C18H60N12O12 in a non-equilibrium geometry, from the Open Molecules 2025 dataset.

Geometry as ORCA input:
```
! RIJCOSX wB97M-V def2-TZVPD def2/J DEFGRID3
* xyz 0 1
C -11.10720 19.89370 17.26859
O -10.98054 18.63913 17.83307
H -11.05244 19.68456 16.20017
H -10.46912 20.66809 17.74835
H -12.15636 20.31566 17.35914
H -11.69587 18.10375 17.46386
C -7.29076 17.98157 16.15072
O -6.13078 17.22462 16.57598
H -8.21664 17.84978 16.63204
H -7.45396 17.76322 15.11565
H -7.01862 19.00824 16.11549
H -5.74224 17.15354 15.62333
C -4.25495 19.72817 13.56017
O -5.53762 19.18224 13.53899
H -3.91056 19.87294 12.54860
H -3.51830 19.13543 14.11360
H -4.28139 20.77717 13.81686
H -6.11935 19.73079 13.00180
C -5.21563 22.96693 11.03232
O -4.12079 22.26098 11.57357
N -6.38731 22.47712 10.76451
N -5.22881 24.31778 10.84399
H -6.43034 21.44595 10.96918
H -7.19522 23.13504 10.67296
H -4.29926 24.87080 10.80585
H -6.09070 24.63074 10.30044
C -8.23140 24.94855 10.76653
O -8.33484 25.84217 11.86826
N -7.58987 25.17327 9.55395
N -8.81812 23.73323 10.77966
H -7.52364 26.17448 9.55980
H -7.89135 24.85100 8.66391
H -9.26153 23.41808 11.62026
H -9.03556 23.16828 9.94083
C -5.84741 24.31525 14.55548
O -6.38154 24.50212 15.85470
N -6.24635 24.90729 13.43547
N -4.79559 23.56464 14.31801
H -7.00629 25.52595 13.49930
H -5.71976 24.76796 12.54963
H -4.43695 23.04252 15.15208
H -4.36413 23.36513 13.32092
C -9.92453 21.68411 8.83260
O -9.30363 20.63609 9.50733
N -9.28881 22.66422 8.25587
N -11.19379 21.96901 8.93845
H -8.28885 22.58675 8.01634
H -9.73988 23.31134 7.60908
H -11.77214 21.26990 9.43759
H -11.69033 22.53417 8.27158
C -8.49578 21.37251 13.69397
O -8.93355 20.82215 14.85836
N -9.13404 21.42820 12.58230
N -7.25820 21.70907 13.58734
H -10.11126 21.35990 12.52644
H -8.79130 21.61238 11.64523
H -6.71666 21.44441 14.42532
H -6.83182 22.37716 12.94105
C -5.43532 21.25837 16.85955
O -4.95347 19.90346 16.90988
N -6.69376 21.53929 16.81740
N -4.67822 22.35225 16.85977
H -7.31271 20.77433 16.75716
H -7.10482 22.50652 16.81550
H -3.71296 22.17497 16.71899
H -4.97811 23.32147 16.95278
C -4.77761 19.22362 10.01529
C -6.37962 19.21217 9.88316
C -6.90845 17.83247 9.69098
O -7.01685 19.86706 10.75544
H -4.32932 18.43468 10.71821
H -4.59737 20.27130 10.15926
H -4.52518 18.91356 9.09591
H -6.53235 19.86610 9.00407
H -7.85719 17.92562 9.20798
H -7.01928 17.40585 10.64589
H -6.25337 17.15459 9.19463
H -7.86077 20.13953 10.35222
C -12.03946 22.18257 14.57781
C -12.35176 22.11746 13.05921
C -11.78042 23.43296 12.36053
O -11.86337 21.18673 12.50434
H -12.78605 22.75260 15.09986
H -11.13472 22.69283 14.76663
H -12.06154 21.18295 15.12324
H -13.44348 22.05749 12.99463
H -10.71892 23.47356 12.62471
H -12.48335 24.29963 12.74083
H -11.92500 23.43185 11.27499
H -12.33601 20.99332 11.68959
C -10.52020 18.25189 14.03836
C -9.68490 17.84927 12.87749
C -10.34977 18.43790 11.66792
O -8.50290 18.27644 12.92465
H -11.52143 17.78573 14.14604
H -10.80100 19.27760 13.91602
H -9.96606 18.10067 14.97889
H -9.66768 16.80662 12.60532
H -10.23706 19.50766 11.62552
H -11.49310 18.14501 11.51632
H -9.81803 18.04209 10.80695
H -8.52185 19.22946 12.78315
*
```

## Properties
HOMO energy: -7.769 eV
Structure (SMILES): NC(N)=O.NC(N)=O.NC(N)=O.NC(N)=O.NC(N)=O.NC(N)=O.CC(C)O.CC(C)O.CC(C)O.CO.CO.CO
Relative energy (zero: lowest compared OMol25 entry of this formula, charge and spin): 1286.9 kJ/mol

Q: Which of these has the highest relative energy (zero: lowest compared OMol25 entry of this formula, charge and spin)?
A: C18H60N12O12